#1
The following is a DFT calculation (ωB97M-V/def2-TZVPD) of a 15-piece molecular cluster, H30O15 overall.

The geometry in XYZ format:
```
45
Properties=species:S:1:pos:R:3
O -12.494 12.464 0.469
H -11.629 12.286 0.891
H -12.243 12.760 -0.399
O -6.548 14.466 -0.115
H -6.262 14.357 0.807
H -6.081 15.249 -0.337
O -6.358 14.378 2.499
H -5.878 14.822 3.181
H -7.259 14.638 2.455
O -8.556 12.611 -0.219
H -8.013 13.436 -0.178
H -7.939 11.898 -0.401
O -9.516 13.830 -3.439
H -9.296 13.434 -4.286
H -8.738 14.308 -3.180
O -9.053 14.936 2.114
H -9.710 15.377 2.665
H -9.313 13.976 2.140
O -10.765 12.055 -1.764
H -11.053 12.745 -2.353
H -10.019 12.411 -1.260
O -12.427 14.342 -1.587
H -11.959 15.134 -1.829
H -13.337 14.580 -1.517
O -11.209 16.458 -2.730
H -11.543 16.767 -3.576
H -10.361 16.863 -2.734
O -11.666 15.148 1.428
H -12.058 14.295 1.504
H -10.711 14.918 1.502
O -12.865 17.307 -0.041
H -12.487 16.468 0.232
H -13.751 17.150 -0.436
O -9.413 15.453 -0.551
H -9.023 15.464 0.317
H -10.222 14.945 -0.388
O -9.865 18.020 0.799
H -9.724 17.312 0.174
H -10.564 17.887 1.418
O -10.187 12.549 1.773
H -9.494 12.457 1.085
H -10.177 11.692 2.238
O -7.422 15.500 -2.672
H -6.920 14.664 -2.495
H -7.851 15.703 -1.841
```

The orbital gap comes out at 9.6 eV. For the HOMO energy, the calculation gives -0.359 hartree. Its spin multiplicity is 1.

Löwdin population analysis, charges in e, atoms 1 to 6: number 1, O, carries -0.08; number 2, H, carries -0.01; number 3, H, carries -0.03; number 4, O, carries -0.05; number 5, H, carries 0.01; number 6, H, carries 0.05

---

#2
The following is a DFT calculation (ωB97M-V/def2-TZVPD) of a 15-piece molecular cluster, H30O15 overall.

The geometry in XYZ format:
```
45
Properties=species:S:1:pos:R:3
H 0.296 0.404 -0.298
H 0.407 -0.677 -1.329
H 1.090 2.346 2.738
H 0.130 1.828 1.741
H -5.181 1.700 0.837
H -3.672 1.567 0.943
H 0.573 -3.886 -1.819
H -0.417 -2.804 -2.265
H 0.720 1.065 -1.825
H -0.315 0.979 -2.984
H 1.611 -0.826 3.117
H 0.425 -0.026 3.678
H 1.404 4.831 -0.474
H 1.619 3.868 -1.776
H -3.548 -2.602 0.850
H -2.501 -2.091 0.078
H 3.234 -0.623 0.945
H 4.400 0.111 1.785
H 4.091 -3.746 -2.116
H 3.505 -2.472 -1.437
H -1.565 2.910 -1.984
H -1.680 2.415 -0.468
H -5.363 -0.447 -1.476
H -4.022 -1.062 -1.685
H 1.256 -2.792 0.812
H 1.361 -1.377 1.369
H 4.015 1.587 -1.618
H 2.893 2.500 -2.108
H -2.463 0.518 0.993
H -2.508 -0.605 1.843
O -0.005 -0.457 -0.543
O 0.379 1.690 2.624
O -4.484 1.039 0.835
O -0.203 -3.677 -2.373
O 0.349 1.494 -2.514
O 1.189 -0.644 3.988
O 2.023 4.183 -0.962
O -3.387 -2.233 -0.026
O 3.918 -0.709 1.546
O 3.384 -3.416 -1.623
O -1.964 3.094 -1.074
O -4.607 -0.900 -0.939
O 1.786 -2.217 1.297
O 3.554 2.384 -1.411
O -1.906 0.045 1.666
```

The orbital gap comes out at 9.5 eV. For the HOMO energy, the calculation gives -0.380 hartree. Its spin multiplicity is 1.

Löwdin population analysis, charges in e, atoms 1 to 6: number 1, H, carries 0.02; number 2, H, carries 0.00; number 3, H, carries 0.08; number 4, H, carries -0.01; number 5, H, carries 0.05; number 6, H, carries 0.03

---

#3
The following is a DFT calculation (ωB97M-V/def2-TZVPD) of a 15-piece molecular cluster, H30O15 overall.

The geometry in XYZ format:
```
45
Properties=species:S:1:pos:R:3
O -1.513 -3.149 0.468
H -0.995 -3.918 0.694
H -1.198 -3.043 -0.384
O 1.634 3.099 2.103
H 2.265 3.819 1.980
H 1.334 2.900 1.251
O 1.368 -2.143 0.925
H 0.656 -2.630 1.416
H 1.597 -2.652 0.124
O -1.181 2.054 2.372
H -1.161 2.927 2.080
H -1.544 1.696 1.564
O -2.320 2.153 -0.669
H -2.989 1.721 -1.233
H -2.340 2.998 -1.062
O 1.856 1.578 -2.532
H 2.628 1.723 -3.072
H 1.967 0.675 -2.317
O -0.090 -2.799 -1.861
H -0.569 -2.152 -2.393
H 0.056 -3.534 -2.411
O 2.713 0.430 0.332
H 2.211 0.389 1.149
H 2.285 -0.245 -0.205
O 0.462 2.577 -0.375
H 1.222 2.514 -1.033
H -0.359 2.550 -0.848
O 2.054 -1.148 -1.904
H 2.814 -1.661 -2.196
H 1.305 -1.755 -1.858
O -0.337 -0.176 -0.110
H -0.015 0.708 -0.096
H 0.315 -0.777 0.267
O -1.096 -1.399 2.728
H -1.727 -0.799 3.092
H -1.385 -1.710 1.879
O -1.149 -0.491 -2.840
H -0.827 -0.315 -1.875
H -2.048 -0.844 -2.718
O -3.000 -0.424 0.668
H -3.484 0.401 0.746
H -2.173 -0.280 0.205
O 1.265 0.284 2.672
H 0.532 -0.303 2.683
H 0.979 1.165 2.605
```

The orbital gap comes out at 9.4 eV. For the HOMO energy, the calculation gives -0.357 hartree. Its spin multiplicity is 1.

Löwdin population analysis, charges in e, atoms 1 to 6: number 1, O, carries -0.01; number 2, H, carries 0.06; number 3, H, carries -0.04; number 4, O, carries -0.03; number 5, H, carries 0.06; number 6, H, carries -0.05

---

Most stable to least stable, the ends of the list are #3 and #2.

---

#1
The following is a DFT calculation (ωB97M-V/def2-TZVPD) of H30O15 as an isolated structure.

The geometry in XYZ format:
```
45
Properties=species:S:1:pos:R:3
H -0.855 -0.113 1.051
H -0.214 -0.469 -0.239
H 0.133 1.534 1.026
H 0.680 0.250 1.594
H 1.789 4.171 0.318
H 0.179 4.192 0.196
H 3.849 -0.062 -4.453
H 3.025 -0.232 -3.326
H 0.714 0.041 -2.433
H 2.042 0.165 -1.531
H -1.679 3.054 3.024
H -2.115 2.579 4.376
H -3.522 -2.684 2.387
H -2.983 -1.276 2.169
H 4.141 -2.509 -1.266
H 3.568 -1.972 0.019
H -1.562 -0.519 5.643
H -0.848 -0.460 4.190
H 1.738 -1.420 -4.741
H 0.808 -2.133 -3.749
H -0.066 -1.915 -2.213
H -0.246 -2.932 -1.080
H -5.018 -2.035 0.008
H -3.753 -2.456 -0.680
H 3.701 1.285 1.287
H 2.885 0.190 1.733
H 0.042 2.319 -2.203
H -0.926 1.112 -2.614
H -2.009 0.573 3.136
H -1.999 1.309 1.796
O -0.632 0.248 0.255
O 0.900 0.855 0.887
O 1.009 3.647 0.456
O 2.999 -0.433 -4.207
O 1.674 0.400 -2.391
O -2.451 2.842 3.455
O -2.770 -2.137 2.589
O 3.870 -1.659 -0.928
O -1.623 -0.760 4.677
O 0.819 -1.812 -4.677
O -0.026 -1.991 -1.184
O -4.459 -1.767 -0.724
O 3.348 0.435 0.993
O -0.539 1.654 -1.854
O -2.306 0.528 2.225
```

The orbital gap comes out at 6.3 eV. For the HOMO energy, the calculation gives -0.237 hartree. Its spin multiplicity is 1.

Löwdin population analysis, charges in e, atoms 1 to 6: number 1, H, carries -0.03; number 2, H, carries 0.03; number 3, H, carries 0.10; number 4, H, carries 0.04; number 5, H, carries 0.02; number 6, H, carries 0.10

---

#2
The following is a DFT calculation (ωB97M-V/def2-TZVPD) of a 15-piece molecular cluster, H30O15 overall.

The geometry in XYZ format:
```
45
Properties=species:S:1:pos:R:3
O -2.548 19.437 7.091
H -3.261 19.842 7.640
H -3.022 19.254 6.267
O -4.608 19.498 5.119
H -5.474 19.170 4.959
H -4.517 19.951 4.351
O -5.717 21.550 9.529
H -5.942 22.431 9.810
H -5.226 21.678 8.707
O -2.295 21.639 5.164
H -2.673 20.839 5.553
H -2.194 21.385 4.264
O -1.292 19.282 3.830
H -0.440 19.210 3.352
H -1.407 18.538 4.439
O -2.892 16.726 7.623
H -3.732 16.558 7.270
H -2.774 17.659 7.460
O -1.727 22.410 7.696
H -2.073 23.272 7.828
H -1.516 22.345 6.780
O -4.464 21.920 7.184
H -3.687 22.428 7.178
H -4.903 22.158 6.369
O -5.299 16.784 6.527
H -5.359 17.658 6.913
H -6.185 16.390 6.473
O -5.133 18.752 8.486
H -5.845 18.111 8.585
H -5.439 19.388 9.107
O -2.531 20.204 9.688
H -2.796 21.139 9.604
H -2.714 19.906 10.591
O -7.164 20.137 7.273
H -7.558 20.081 8.192
H -6.243 19.940 7.382
O 0.010 18.594 6.239
H 0.154 19.367 5.698
H -0.338 18.930 7.041
O -2.126 16.799 4.926
H -2.243 16.168 4.221
H -2.115 16.320 5.700
O -0.110 19.289 8.992
H -1.054 19.515 9.111
H 0.257 19.424 9.884
```

The orbital gap comes out at 9.6 eV. For the HOMO energy, the calculation gives -0.353 hartree. Its spin multiplicity is 1.

Löwdin population analysis, charges in e, atoms 1 to 6: number 1, O, carries -0.07; number 2, H, carries 0.03; number 3, H, carries 0.01; number 4, O, carries 0.03; number 5, H, carries 0.05; number 6, H, carries 0.01

---

#3
The following is a DFT calculation (ωB97M-V/def2-TZVPD) of a 15-piece molecular cluster, H30O15 overall.

The geometry in XYZ format:
```
45
Properties=species:S:1:pos:R:3
O 0.257 -1.073 -2.622
H 0.751 -0.305 -2.294
H 0.407 -1.839 -2.032
O 2.389 2.632 0.016
H 1.920 2.174 0.720
H 3.218 2.749 0.468
O -1.405 -2.704 0.493
H -2.162 -2.815 -0.069
H -1.150 -1.766 0.392
O -0.624 3.763 -0.396
H -1.241 4.332 0.077
H -0.958 2.882 -0.165
O -0.994 1.297 -1.684
H -1.721 1.292 -2.300
H -0.434 1.908 -2.166
O 2.555 -0.952 1.198
H 2.481 -0.934 2.159
H 3.481 -0.782 1.119
O -2.213 -1.526 -2.231
H -1.311 -1.162 -2.305
H -2.772 -0.844 -1.840
O 3.592 -3.282 0.370
H 3.015 -2.517 0.569
H 4.492 -2.966 0.658
O 1.976 0.667 -1.598
H 2.827 0.208 -1.587
H 2.158 1.399 -0.979
O -0.132 -0.385 0.230
H -0.374 0.234 -0.442
H 0.819 -0.531 0.109
O 0.946 -3.260 -1.092
H 0.299 -3.383 -0.421
H 1.676 -3.764 -0.736
O -3.833 0.030 -0.515
H -3.781 0.839 -0.963
H -3.246 0.151 0.190
O -1.602 2.445 2.156
H -1.436 2.449 3.104
H -1.704 1.518 1.878
O 0.907 1.568 1.942
H 0.761 0.681 1.542
H 0.052 2.000 2.038
O -2.661 0.009 1.996
H -1.848 -0.193 2.486
H -3.378 -0.241 2.526
```

The orbital gap comes out at 9.1 eV. For the HOMO energy, the calculation gives -0.353 hartree. Its spin multiplicity is 1.

Löwdin population analysis, charges in e, atoms 1 to 6: number 1, O, carries -0.08; number 2, H, carries -0.01; number 3, H, carries 0.02; number 4, O, carries -0.03; number 5, H, carries -0.01; number 6, H, carries 0.06

---

#4
The following is a DFT calculation (ωB97M-V/def2-TZVPD) of a 15-piece molecular cluster, H30O15 overall.

The geometry in XYZ format:
```
45
Properties=species:S:1:pos:R:3
H 0.723 0.232 -0.602
H -0.445 -0.657 0.014
H -2.971 0.703 0.939
H -4.073 1.100 1.926
H -2.663 -0.152 4.896
H -2.228 -0.708 3.572
H -0.654 2.440 1.808
H 0.469 1.666 2.737
H -0.233 3.754 -3.140
H 0.073 2.342 -3.616
H -0.351 -2.333 3.927
H -1.741 -2.690 4.137
H 2.556 -1.773 -2.309
H 2.839 -3.024 -3.098
H 1.726 0.851 -3.394
H 0.719 1.098 -4.489
H -1.401 -3.256 -3.123
H -1.333 -4.711 -3.238
H 1.779 0.554 3.709
H 2.768 -0.403 2.815
H -1.982 -1.678 -1.386
H -2.298 -2.807 -0.412
H -1.604 1.049 -1.313
H -1.174 1.682 -2.617
H 2.987 1.953 -2.311
H 4.373 2.296 -2.531
H -0.887 3.044 -0.216
H 0.193 3.499 0.867
H 2.410 -1.402 4.248
H 2.223 -2.126 2.993
O 0.334 -0.623 -0.674
O -3.790 1.074 1.015
O -2.905 -0.860 4.306
O -0.162 2.378 2.686
O -0.168 3.189 -3.927
O -1.161 -2.626 3.366
O 3.253 -2.438 -2.454
O 1.332 0.375 -4.131
O -1.214 -3.983 -2.545
O 2.503 0.505 3.016
O -2.373 -2.525 -1.338
O -0.866 1.147 -1.937
O 3.676 2.597 -2.022
O 0.005 2.820 0.222
O 1.734 -1.572 3.622
```

The orbital gap comes out at 9.6 eV. For the HOMO energy, the calculation gives -0.371 hartree. Its spin multiplicity is 1.

Löwdin population analysis, charges in e, atoms 1 to 6: number 1, H, carries -0.01; number 2, H, carries 0.09; number 3, H, carries -0.04; number 4, H, carries 0.04; number 5, H, carries 0.03; number 6, H, carries 0.06

---

Most stable to least stable, the ends of the list are #3 and #1.